Record 1
The following is a DFT calculation (the ωB97M-V functional and the def2-TZVPD basis) of C35H52BrClN4OPSV as an isolated structure.

The spin multiplicity is 2. The HOMO-LUMO gap (alpha / beta) is 5.3 / 5.3 eV. The calculation puts the energy relative to the best compared isomer or geometry (same formula, charge and spin) at 0.000 eV. Its expectation value of S² is 0.77. Its total charge is -1. The HOMO energy (alpha / beta) is -0.1002 / -0.1006 Eh.

Last column: Mulliken spin population.
Geometry (Å):
V 0.19 -0.13 0.59  1.1807
Br 4.49 -6.31 1.86  -0.0001
C 3.16 -4.97 1.57  -0.0033
C 2.00 -4.99 2.31  0.0028
C 1.02 -4.03 2.08  -0.0064
C 1.18 -3.03 1.09  0.0171
C 2.39 -3.04 0.38  -0.0147
C 3.36 -4.00 0.61  -0.0013
N 0.17 -2.13 0.78  -0.0284
C -1.14 -2.59 0.97  -0.0051
C -2.16 -1.78 0.62  -0.0108
C -3.56 -2.14 0.65  -0.0019
C -4.51 -1.24 0.33  0.0014
C -4.13 0.09 -0.03  -0.0013
C -2.80 0.38 -0.08  0.0158
N -1.80 -0.49 0.17  -0.0328
H 1.85 -5.73 3.08  0.0000
H 0.14 -4.03 2.70  0.0001
H 2.56 -2.28 -0.37  0.0080
H 4.28 -3.98 0.03  0.0000
H -1.33 -3.61 1.30  0.0027
H -3.82 -3.15 0.96  0.0001
H -5.56 -1.52 0.36  -0.0002
H -4.86 0.86 -0.25  -0.0006
H -2.49 1.39 -0.34  -0.0003
C 0.49 -5.17 -4.71  -0.0001
C 0.32 -6.16 -3.56  0.0001
C -0.82 -5.79 -2.60  0.0001
C -0.41 -4.86 -1.47  0.0004
N 0.21 -3.62 -1.91  0.0013
C -0.42 -2.52 -2.33  0.0054
S 0.49 -1.13 -2.66  0.0013
N -1.75 -2.61 -2.50  0.0008
C -2.63 -1.54 -2.93  0.0029
C -3.43 -1.94 -4.16  0.0001
C -2.57 -2.26 -5.38  0.0000
C -1.81 -1.05 -5.93  0.0000
H 1.30 -5.48 -5.37  0.0000
H 0.70 -4.17 -4.36  0.0001
H -0.43 -5.13 -5.31  0.0000
H 1.25 -6.23 -2.99  0.0000
H 0.13 -7.15 -3.97  0.0000
H -1.22 -6.70 -2.13  0.0000
H -1.65 -5.36 -3.18  0.0000
H 0.33 -5.36 -0.83  -0.0001
H -1.26 -4.63 -0.81  -0.0010
H 1.16 -3.45 -1.59  -0.0006
H -2.20 -3.40 -2.05  0.0000
H -2.00 -0.68 -3.13  -0.0019
H -3.30 -1.27 -2.11  0.0002
H -4.12 -1.12 -4.40  0.0000
H -4.05 -2.80 -3.92  0.0000
H -3.20 -2.68 -6.17  0.0000
H -1.85 -3.04 -5.12  0.0000
H -2.51 -0.25 -6.20  0.0000
H -1.24 -1.30 -6.82  0.0000
H -1.11 -0.66 -5.19  0.0000
C 1.87 2.22 -2.57  0.0074
C 1.52 3.30 -1.54  0.0020
C 2.76 3.54 -0.66  0.0021
C 1.18 4.59 -2.31  -0.0001
P 0.09 2.63 -0.49  -0.0141
C -1.30 2.97 -1.66  -0.0233
C -2.16 4.07 -1.66  0.0017
C -3.16 4.21 -2.62  -0.0002
C -3.30 3.26 -3.62  -0.0003
C -2.46 2.16 -3.63  0.0016
C -1.48 2.01 -2.66  0.0060
C -0.17 3.75 1.00  -0.0008
C -0.05 5.27 0.79  -0.0005
C -1.54 3.38 1.58  0.0020
C 0.87 3.37 2.07  0.0037
H 2.73 2.56 -3.16  -0.0005
H 1.05 2.04 -3.27  -0.0002
H 2.13 1.28 -2.08  0.0009
H 3.63 3.61 -1.32  -0.0001
H 2.91 2.72 0.04  0.0006
H 2.69 4.48 -0.10  0.0000
H 2.07 4.90 -2.86  -0.0004
H 0.90 5.41 -1.65  0.0003
H 0.38 4.43 -3.03  0.0000
H -2.08 4.83 -0.89  0.0004
H -3.82 5.06 -2.58  0.0000
H -4.08 3.37 -4.37  0.0000
H -2.57 1.39 -4.39  0.0003
H -0.87 1.12 -2.65  -0.0015
H -0.68 5.66 0.00  0.0002
H 0.97 5.56 0.57  0.0000
H -0.34 5.76 1.73  -0.0001
H -2.37 3.64 0.92  0.0009
H -1.68 3.93 2.52  0.0002
H -1.59 2.32 1.81  0.0032
H 1.89 3.60 1.76  0.0001
H 0.81 2.31 2.33  0.0019
H 0.65 3.96 2.97  0.0001
O 0.01 0.39 2.06  -0.1408
Cl 2.51 0.20 0.26  0.0174

Record 2
The following is a DFT calculation (the ωB97M-V functional and the def2-TZVPD basis) of an isolated ion of composition C7H9N and charge +1.

The spin multiplicity is 2. The HOMO-LUMO gap (alpha / beta) is 10.3 / 6.7 eV. The calculation puts the energy relative to the best compared isomer or geometry (same formula, charge and spin) at 0.786 eV. Its expectation value of S² is 0.77. Its total charge is +1. The HOMO energy (alpha / beta) is -0.5177 / -0.5253 Eh.

Last column: Mulliken spin population.
Geometry (Å):
C 0.08 -1.80 -1.45  0.0053
N 0.99 0.88 -1.76  0.2994
C 0.40 0.52 -0.56  0.2158
C -0.14 -0.81 -0.36  0.1615
C -0.86 -1.06 0.79  -0.0518
C -0.79 -0.14 1.86  0.2315
C -0.26 1.13 1.68  0.0490
C 0.35 1.47 0.49  0.0587
H -0.61 -2.64 -1.31  0.0026
H 0.09 -1.32 -2.43  0.0117
H 1.02 -2.36 -1.37  0.0152
H 1.79 1.49 -1.64  -0.0114
H 0.35 0.95 -2.54  0.0039
H -1.27 -2.03 0.99  0.0033
H -1.06 -0.44 2.86  0.0069
H -0.27 1.92 2.41  0.0037
H 0.83 2.43 0.36  -0.0053

Record 3
The following is a DFT calculation (the ωB97M-V functional and the def2-TZVPD basis) of a 10-piece molecular cluster, C48H92B4F16N8O8 overall.

The HOMO-LUMO gap is 3.1 eV. The calculation puts the energy relative to the best compared isomer or geometry (same formula, charge and spin) at 4.708 eV. Its total charge is +4. The HOMO energy is -0.5330 Eh.

Last column: Mulliken charge in e.
Geometry (Å):
C -5.42 6.47 0.94  -0.7774
O -4.31 6.69 1.77  -0.3224
C -3.04 6.40 1.12  -0.2938
C -1.91 6.52 2.27  -0.5430
N -1.94 5.39 3.31  0.2916
H -1.56 4.55 2.90  -0.0266
H -1.24 5.63 3.99  0.4586
C -3.23 5.21 4.05  -0.4588
C -3.14 4.20 5.31  -0.8009
O -2.61 3.00 4.92  -0.0304
C -2.22 2.15 5.96  -0.7641
H -5.47 7.10 0.05  0.3400
H -6.39 6.65 1.41  0.2896
H -5.38 5.46 0.51  0.2931
H -2.76 7.13 0.37  0.5233
H -2.96 5.46 0.59  0.1198
H -1.95 7.50 2.74  0.4675
H -0.89 6.42 1.89  0.2170
H -3.94 4.85 3.31  0.3384
H -3.56 6.17 4.45  0.4228
H -4.17 4.00 5.61  0.4412
H -2.50 4.67 6.06  0.4581
H -1.99 1.14 5.62  -0.0200
H -3.02 2.10 6.71  0.4090
H -1.31 2.55 6.41  0.3475
C -4.47 -1.86 -3.61  -0.8507
O -3.20 -2.21 -3.99  -0.1521
C -3.22 -3.26 -5.01  -0.9319
C -1.81 -3.93 -5.20  -0.5939
N -0.65 -2.96 -5.11  0.2539
H -0.69 -2.33 -5.90  0.4675
H -0.70 -2.32 -4.33  -0.1847
C 0.76 -3.56 -5.02  -0.0181
C 1.07 -4.62 -6.03  -0.7880
O 0.99 -4.09 -7.35  -0.3632
C 1.58 -4.95 -8.38  -0.8385
H -4.45 -0.95 -3.01  0.1843
H -4.88 -2.71 -3.05  0.3021
H -5.16 -1.64 -4.43  0.3977
H -3.49 -2.88 -6.00  0.4126
H -4.01 -3.97 -4.78  0.5114
H -1.74 -4.29 -6.22  0.4468
H -1.68 -4.67 -4.41  0.4363
H 0.81 -4.01 -4.03  0.1906
H 1.39 -2.67 -4.92  0.1971
H 0.32 -5.41 -5.93  0.3881
H 2.07 -5.05 -5.92  0.5362
H 1.16 -4.71 -9.36  0.2868
H 1.46 -6.03 -8.25  0.3432
H 2.65 -4.85 -8.53  0.3271
C 4.03 -6.36 2.11  -0.7451
O 2.71 -6.36 1.70  -0.4570
C 2.18 -5.04 1.58  -0.1894
C 1.74 -4.37 2.90  0.2353
N 0.60 -5.14 3.62  0.1284
H -0.13 -5.41 2.98  0.1932
H 1.06 -5.97 3.97  0.4741
C -0.10 -4.43 4.86  0.6131
C -0.80 -5.47 5.76  -1.0464
O -1.71 -4.96 6.67  -0.3565
C -2.95 -5.62 6.88  -0.8343
H 4.34 -7.35 2.43  0.3080
H 4.25 -5.69 2.94  0.3062
H 4.71 -6.22 1.27  0.2852
H 1.25 -5.22 1.02  0.1264
H 2.91 -4.37 1.14  0.3412
H 1.44 -3.33 2.77  -0.7001
H 2.55 -4.44 3.63  0.5230
H -0.81 -3.71 4.46  -0.9817
H 0.75 -3.98 5.38  0.7524
H -0.02 -5.86 6.41  0.4420
H -1.25 -6.35 5.29  0.4957
H -3.56 -5.67 5.98  0.3349
H -3.49 -5.18 7.72  0.2522
H -2.80 -6.66 7.17  0.3943
C -4.51 -3.30 0.32  -0.3755
O -4.11 -1.93 0.51  -0.3785
C -2.70 -1.74 0.18  -0.8586
C -1.85 -1.54 1.44  1.2552
N -1.98 -0.17 2.19  2.1448
H -1.36 -0.19 2.99  -0.2284
H -1.58 0.60 1.66  -0.4496
C -3.41 0.20 2.65  -0.2283
C -4.08 -0.92 3.47  -0.8606
O -3.41 -0.99 4.72  -0.3441
C -3.38 -2.27 5.31  -0.7086
H -5.59 -3.39 0.48  0.4582
H -4.12 -3.93 1.12  -0.0549
H -4.40 -3.80 -0.64  0.2281
H -2.64 -0.84 -0.43  -0.3759
H -2.24 -2.45 -0.51  0.6248
H -0.79 -1.54 1.16  -0.7791
H -1.89 -2.31 2.20  0.0570
H -3.92 0.39 1.70  0.5004
H -3.25 1.12 3.21  0.2380
H -4.18 -1.92 3.05  0.2416
H -5.12 -0.82 3.77  0.6504
H -3.00 -2.19 6.33  0.3237
H -2.72 -2.95 4.77  0.0644
H -4.32 -2.81 5.31  0.4937
C 7.07 4.09 -6.95  -0.8894
N 5.93 3.68 -5.99  0.0704
C 5.88 2.37 -5.64  -0.3584
C 4.83 1.93 -4.77  -0.7605
C 3.72 2.78 -4.52  0.6576
C 3.71 4.08 -5.08  -0.3610
C 4.87 4.51 -5.73  -0.6245
C 2.47 2.30 -3.90  1.1556
C 1.98 1.00 -4.13  -0.8881
C 0.85 0.50 -3.53  -0.5792
N 0.04 1.39 -2.84  0.3534
C 0.38 2.66 -2.60  -1.1337
C 1.62 3.15 -3.11  -0.6551
C -1.33 0.88 -2.38  -1.0326
H 7.93 3.41 -6.96  0.3513
H 7.48 5.02 -6.56  0.3636
H 6.61 4.21 -7.93  0.3735
H 6.59 1.61 -5.93  0.4153
H 4.90 0.96 -4.31  0.6265
H 2.88 4.76 -4.95  0.6788
H 4.93 5.52 -6.10  0.5341
H 2.49 0.22 -4.68  0.6837
H 0.51 -0.53 -3.58  0.3520
H -0.28 3.35 -2.10  0.8478
H 1.91 4.18 -2.98  0.5190
H -1.72 0.14 -3.07  0.4328
H -1.97 1.76 -2.27  0.2935
H -1.14 0.58 -1.35  0.1219
C 2.90 8.16 -1.63  -0.8831
N 3.19 6.78 -1.18  0.0446
C 2.59 6.33 -0.06  -0.6594
C 2.69 5.00 0.35  -0.4391
C 3.39 4.09 -0.43  1.0729
C 4.08 4.56 -1.55  -0.8721
C 4.03 5.94 -1.90  -0.5674
C 3.45 2.62 0.00  0.6041
C 4.61 1.82 -0.13  -0.5861
C 4.60 0.51 0.36  -0.6361
N 3.43 -0.08 0.74  0.3759
C 2.32 0.65 0.88  -0.3436
C 2.26 1.98 0.49  -0.2841
C 3.42 -1.53 1.16  -0.6101
H 3.55 8.41 -2.47  0.3150
H 3.21 8.94 -0.93  0.3543
H 1.84 8.10 -1.87  0.4096
H 2.04 7.11 0.44  0.5555
H 2.18 4.68 1.25  0.7181
H 4.70 3.93 -2.16  0.6016
H 4.41 6.32 -2.84  0.4534
H 5.48 2.41 -0.37  0.6421
H 5.40 -0.21 0.24  0.4680
H 1.38 0.17 1.12  0.5775
H 1.33 2.48 0.70  -0.2397
H 3.98 -2.05 0.38  0.6578
H 2.36 -1.75 1.10  -0.4551
H 3.78 -1.62 2.18  0.3939
B -1.20 2.91 1.03  -0.4391
F -0.97 3.76 -0.03  -0.3799
F -0.51 3.47 2.02  -0.6837
F -2.55 2.87 1.38  -0.2622
F -0.68 1.67 0.83  -0.0821
B 0.70 -0.69 4.31  -0.2346
F 0.25 0.49 3.85  -0.1165
F 0.43 -0.80 5.65  -0.3958
F 0.04 -1.65 3.61  0.1705
F 1.98 -0.82 3.98  -0.3124
B 0.68 -2.35 -1.47  -0.9031
F -0.52 -2.47 -2.15  -0.0416
F 0.79 -3.31 -0.56  0.4987
F 1.68 -2.46 -2.37  -0.2845
F 0.82 -1.10 -0.86  0.4765
B -2.04 -5.69 1.97  -0.5111
F -1.48 -4.69 1.17  0.1694
F -1.09 -6.64 2.25  -0.3798
F -2.55 -5.07 3.09  -0.0158
F -3.06 -6.40 1.34  -0.3631

Record 4
The following is a DFT calculation (the ωB97M-V functional and the def2-TZVPD basis) of an isolated ion of composition C27H53F3IN4O2 and charge +1.

The HOMO-LUMO gap is 8.8 eV. Its SMILES is CCCCCCCCCCCCCNC1=[N+]([C@H](C)CC)[C@@H](I)O[C@@](CCCCCN)(COC(F)(F)F)N1. Its total charge is +1. The HOMO energy is -0.4164 Eh.

Last column: Mulliken charge in e.
Geometry (Å):
C 4.10 -1.37 0.12  -1.6491
C 3.20 -1.92 -1.01  0.7976
C 3.94 -2.09 -2.33  -0.8470
C 3.06 -2.58 -3.50  -0.7298
C 2.76 -1.50 -4.56  -1.1208
C 2.22 -0.16 -4.01  0.6270
C 3.24 1.01 -3.97  -1.5202
C 3.50 1.56 -2.56  -0.0184
C 2.53 2.70 -2.18  -0.6488
C 2.15 2.67 -0.70  -0.0870
C 1.33 3.89 -0.24  -0.8399
C 0.19 4.28 -1.19  -1.1145
C -0.79 3.14 -1.45  -0.2558
N -1.58 2.88 -0.26  -0.0671
C -2.13 1.73 0.08  0.1272
N -2.08 0.67 -0.73  0.1831
C -2.12 -0.71 -0.14  1.1979
C -0.69 -1.20 0.08  -0.4803
C -0.61 -2.63 0.66  -1.1406
C 0.49 -2.77 1.73  -0.7429
C 0.14 -2.32 3.16  -0.3694
C -1.30 -2.60 3.62  -0.5601
N -1.60 -2.19 4.98  -0.5747
C -2.86 -1.59 -1.19  -1.6947
O -3.54 -2.63 -0.50  -0.4472
C -3.76 -3.73 -1.24  1.1178
F -4.50 -4.53 -0.55  -0.2489
F -2.64 -4.37 -1.53  -0.2727
F -4.36 -3.46 -2.38  -0.2802
O -2.82 -0.72 1.08  0.1732
C -3.57 0.41 1.38  -1.4340
I -5.42 0.52 0.22  0.0568
N -2.85 1.65 1.24  0.4298
C -2.26 2.18 2.50  0.6682
C -1.30 1.19 3.14  -1.6373
C -3.41 2.68 3.42  -0.8662
C -3.50 2.03 4.80  -1.2270
H 3.62 -0.53 0.64  0.2938
H 4.28 -2.13 0.88  0.3982
H 5.06 -1.03 -0.27  0.4615
H 2.77 -2.88 -0.71  0.7579
H 2.34 -1.24 -1.14  -0.8077
H 4.74 -2.82 -2.16  0.5333
H 4.39 -1.14 -2.61  0.3419
H 2.11 -2.99 -3.12  0.3128
H 3.56 -3.42 -3.99  0.3301
H 2.01 -1.91 -5.24  0.3642
H 3.66 -1.34 -5.16  0.3506
H 1.80 -0.30 -3.01  -0.6657
H 1.39 0.13 -4.66  0.5596
H 2.90 1.82 -4.63  0.4919
H 4.18 0.67 -4.41  0.5603
H 4.53 1.89 -2.48  0.4622
H 3.39 0.74 -1.84  -0.1856
H 3.04 3.65 -2.39  0.2067
H 1.66 2.61 -2.83  0.3884
H 3.07 2.63 -0.12  0.7152
H 1.63 1.73 -0.48  -0.2935
H 2.01 4.74 -0.13  0.4293
H 0.93 3.70 0.77  0.2400
H -0.37 5.11 -0.75  0.4631
H 0.61 4.62 -2.14  0.4518
H -0.21 2.25 -1.73  -0.0333
H -1.45 3.39 -2.29  0.1796
H -1.74 3.67 0.35  0.4296
H -1.37 0.73 -1.44  0.3054
H -0.15 -0.50 0.73  0.3612
H -0.18 -1.17 -0.89  0.0699
H -0.35 -3.31 -0.16  0.4694
H -1.58 -2.96 1.02  0.6597
H 1.35 -2.17 1.40  -0.2512
H 0.85 -3.80 1.75  0.5802
H 0.80 -2.87 3.84  0.5435
H 0.39 -1.26 3.30  0.0712
H -1.49 -3.67 3.51  0.4638
H -2.01 -2.10 2.96  -0.0031
H -1.66 -1.19 5.09  0.2174
H -0.95 -2.57 5.66  0.2953
H -2.14 -1.99 -1.91  0.5081
H -3.60 -0.97 -1.70  0.5371
H -3.92 0.31 2.40  0.9223
H -1.66 3.06 2.26  0.4177
H -0.48 0.96 2.46  0.2907
H -1.77 0.24 3.40  -0.0424
H -0.85 1.62 4.04  0.6603
H -4.36 2.50 2.91  0.2620
H -3.34 3.76 3.54  0.3993
H -3.63 0.94 4.76  0.2773
H -4.37 2.42 5.34  0.4239
H -2.63 2.24 5.43  0.3205

Record 5
The following is a DFT calculation (the ωB97M-V functional and the def2-TZVPD basis) of a 2-piece molecular cluster, C3H8N2S2 overall.

The HOMO-LUMO gap (alpha / beta) is 7.2 / 7.4 eV. The calculation puts the energy relative to the best compared isomer or geometry (same formula, charge and spin) at 4.892 eV. The HOMO energy (alpha / beta) is -0.2573 / -0.2497 Eh.

Last column: natural (NBO) charge in e.
Geometry (Å):
C 0.56 -0.37 0.11  -0.5643
C -1.90 1.26 -0.21  -0.4841
C 3.35 -0.19 0.06  -0.7535
N -2.20 -0.93 0.42  -0.5372
N -1.74 0.23 0.81  -0.2274
S 0.05 -1.65 -0.62  0.0797
S 1.74 0.65 0.51  0.4266
H -1.60 2.26 0.25  0.2188
H -1.29 1.26 -1.13  0.1989
H -2.93 1.28 -0.65  0.1800
H 2.95 -1.16 -0.09  0.2334
H 4.23 0.01 0.83  0.2383
H 3.59 0.18 -0.90  0.2169
H -2.09 -1.68 1.09  0.3978
H -2.72 -1.13 -0.49  0.3760

Record 6
The following is a DFT calculation (the ωB97M-V functional and the def2-TZVPD basis) of C2H4N4 in the gas phase.

The HOMO-LUMO gap is 9.8 eV. The calculation puts the energy relative to the best compared isomer or geometry (same formula, charge and spin) at 3.350 eV. The HOMO energy is -0.3277 Eh.

Last column: natural (NBO) charge in e.
Geometry (Å):
C -1.57 -0.11 -0.04  -0.4156
N -0.13 0.04 0.05  0.0429
N 0.44 0.86 0.94  -0.3417
C 1.77 0.81 0.72  0.0292
N 1.82 -0.08 -0.32  -0.3997
N 0.67 -0.59 -0.73  -0.0367
H -1.95 -0.44 0.92  0.2323
H -1.78 -0.85 -0.81  0.2308
H -2.01 0.85 -0.30  0.2304
H 2.74 -0.50 -0.42  0.4281

Record 7
The following is a DFT calculation (the ωB97M-V functional and the def2-TZVPD basis) of H33O16 as an isolated structure.

The HOMO-LUMO gap is 10.5 eV. The calculation puts the energy relative to the best compared isomer or geometry (same formula, charge and spin) at 2.778 eV. Its total charge is +1. The HOMO energy is -0.4815 Eh.

Last column: natural (NBO) charge in e.
Geometry (Å):
O 1.97 2.61 0.82  -0.9598
H 1.91 1.70 1.09  0.4769
H 2.52 3.07 1.46  0.4843
O -0.31 -0.17 1.01  -0.9631
H -1.08 -0.17 1.57  0.5039
H -0.51 0.43 0.28  0.4853
O 3.73 -0.79 3.03  -0.9495
H 4.15 0.02 3.34  0.4843
H 4.39 -1.35 3.49  0.4813
O 4.57 -0.39 -1.57  -0.9759
H 5.30 0.14 -1.23  0.4713
H 3.92 0.35 -1.76  0.5006
O -0.59 1.97 -1.20  -0.9792
H 0.26 2.44 -1.27  0.5242
H -0.76 2.15 -0.24  0.5297
O -4.01 0.17 0.73  -0.9107
H -4.64 0.41 0.04  0.4816
H -3.31 -0.18 0.17  0.4599
O -3.02 -2.63 0.20  -0.9675
H -3.43 -3.49 0.05  0.4961
H -3.25 -2.06 -0.55  0.5033
O 3.35 -1.76 0.47  -1.0430
H 3.51 -1.14 -0.26  0.5155
H 3.80 -1.47 1.27  0.4926
O 1.39 -3.04 1.52  -0.8423
H -0.42 -1.66 -0.01  0.5235
O 0.87 1.36 -2.75  -0.9979
H 0.46 1.11 -3.57  0.4859
H 0.11 1.35 -2.15  0.4714
O -2.91 -0.83 -2.51  -0.9976
H -2.71 -1.39 -3.25  0.4998
H -3.42 -0.03 -2.70  0.5027
O -2.24 -1.79 3.49  -0.9630
H -2.70 -1.41 4.24  0.4865
H -2.53 -2.71 3.40  0.4778
O 3.43 1.94 -1.98  -0.9825
H 2.46 1.88 -2.18  0.5042
H 3.70 2.72 -2.48  0.4867
O -0.45 -2.65 0.03  -0.8955
H -1.32 -2.85 0.48  0.5295
H 0.41 -2.88 0.92  0.5057
O -2.46 2.44 0.77  -1.0069
H -2.73 2.82 -0.09  0.4843
H -3.04 1.66 0.88  0.4911
O -2.96 2.98 -1.90  -0.9880
H -2.02 2.88 -1.64  0.4913
H -3.12 3.82 -2.35  0.4942
H 2.08 -3.32 0.90  0.5562
H 1.65 -2.25 1.98  0.5410

no.,F_max (eV/Å)
1,0.24
2,2.25
3,4.16
4,2.18
5,2.67
6,2.20
7,3.97